[1]
C2H5O2 | ωB97M-V with the def2-TZVPD basis set

ORCA input file:
```
! RIJCOSX wB97M-V def2-TZVPD def2/J DEFGRID3
* xyz -1 1
O 2.5586 -1.4088 0.3223
O -0.1035 -0.6420 0.4771
C -1.6104 1.1460 0.1235
C -0.5470 0.3287 -0.2177
H 1.6087 -1.2432 0.5542
H -1.9291 2.0059 -0.4515
H -0.0705 0.5149 -1.2023
H -2.2653 0.9485 0.9737
H 2.3585 -1.6501 -0.5793
*
```

The calculation puts the energy at -229.690874 Ha. The value obtained for the HOMO energy is -2.44 eV. Its relative energy (zero: lowest compared OMol25 entry of this formula, charge and spin) is 89.9 kJ/mol. The calculation puts the maximum force at 1.28 eV/Å. The orbital gap is 7.07 eV.

***

[2]
C23H28BrFeN5OSi | ωB97M-V with the def2-TZVPD basis set

ORCA input file:
```
! RIJCOSX wB97M-V def2-TZVPD def2/J DEFGRID3
* xyz 0 5
Br -6.3591 -1.8272 -7.9918
Fe 0.4420 -0.4384 0.2109
Si 5.1271 1.1483 0.6967
O 0.5835 -0.7994 -1.7043
N 0.1917 0.0166 2.2562
N -0.5994 1.5031 -0.3298
N -2.9295 -5.3034 -4.4372
N -2.6831 -4.9415 -3.2059
N -1.0123 -1.8748 0.0771
C 5.7887 0.3630 2.2615
C -4.6779 -4.0364 -7.3701
C -3.9102 -4.8226 -6.5374
C -4.4672 -3.3960 -4.6635
C -0.1487 -1.7768 -2.1170
C -1.8401 -3.9673 -2.8813
C -5.3315 -2.9263 -6.8468
C -1.8109 -3.5280 -1.5037
C -5.2434 -2.6132 -5.4982
C 3.3742 0.7016 0.4904
C 0.3949 1.4299 2.6511
C 2.1979 0.3942 0.3470
C -0.9661 -3.3298 -3.7954
C -2.5066 -3.5981 0.7884
C 5.2817 3.0082 0.8343
C -1.7331 -2.4569 1.0191
C -2.5525 -4.1283 -0.4786
C 6.1206 0.5340 -0.7604
C -1.0256 -2.4158 -1.1720
C -0.2335 2.6525 0.5061
C -0.1524 -2.2766 -3.4286
C -3.7648 -4.4986 -5.1783
C -0.5865 2.3747 1.9634
H 6.8384 0.6250 2.4168
H -5.7863 -1.7652 -5.1038
H -1.6057 1.4395 -0.4427
H -3.1410 -5.0081 -0.7031
H 0.3044 1.5321 3.7363
H -0.9512 -3.6968 -4.8133
H -0.5995 3.3144 2.5186
H 5.7185 -0.7252 2.2067
H -3.3886 -5.6908 -6.9174
H 7.1715 0.8192 -0.6694
H -3.0616 -4.0397 1.6038
H -4.4139 -3.1719 -3.6073
H 0.5043 -1.8097 -4.1510
H 5.2258 0.6927 3.1371
H 6.0684 -0.5544 -0.8270
H 6.3253 3.3123 0.9455
H -1.6023 1.9640 2.0196
H 4.8800 3.4970 -0.0555
H 0.9408 -0.5403 2.6598
H -0.7104 3.5767 0.1646
H -1.7148 -2.0036 2.0024
H -0.6804 -0.3180 2.6529
H 4.7280 3.3796 1.6993
H -4.7746 -4.2776 -8.4194
H 5.7354 0.9422 -1.6964
H 0.8461 2.7813 0.4198
H -0.1999 1.5856 -1.2597
H 1.4139 1.6859 2.3659
*
```

The calculation puts the energy at -5369.414724 Ha. The value obtained for the HOMO energy (alpha / beta) is -6.60 / -7.64 eV. The calculation puts the maximum force at 0.66 eV/Å. The orbital gap (alpha / beta) is 6.43 / 6.83 eV.

***

[3]
C5H9NO | ωB97M-V with the def2-TZVPD basis set

ORCA input file:
```
! RIJCOSX wB97M-V def2-TZVPD def2/J DEFGRID3
* xyz 0 1
O -0.5765 2.2850 -1.4997
N -0.6576 -1.3457 0.5097
C 0.5028 -0.5959 0.9960
C -0.8353 1.1392 -1.2100
C 0.3882 -0.9739 -0.4374
C 0.0319 -0.0410 -1.5807
C 0.2506 0.7843 1.5627
H -0.6040 -2.3295 0.7559
H 0.9689 1.5231 1.1956
H -0.7540 1.1311 1.3167
H 1.0652 -1.7704 -0.7530
H -1.7607 0.8860 -0.6569
H 0.3205 0.7595 2.6534
H 1.2551 -1.1649 1.5448
H 0.9382 0.3327 -2.0691
H -0.5333 -0.6196 -2.3280
*
```

The calculation puts the energy at -325.861037 Ha. Its SMILES is C[C@H]1N[C@H]1CC=O. The value obtained for the HOMO energy is -9.61 eV. Its relative energy (zero: lowest compared OMol25 entry of this formula, charge and spin) is 200.9 kJ/mol. The calculation puts the maximum force at 0.56 eV/Å. The orbital gap is 10.50 eV.